# 1
The following is a DFT calculation (wB97M-V/def2-TZVPD) of one molecule with the formula C2H8N4O2 in a non-equilibrium geometry.

```
16
Properties=species:S:1:pos:R:3:forces:R:3:nbo_charge:R:1
O -0.3897 2.3351 -1.4986 0.24 -0.10 -0.21 -0.72
O -0.5828 -1.5433 1.9483 -0.06 0.73 -0.75 -0.63
N 0.6112 -0.6972 0.1312 -2.65 -1.58 1.65 -0.19
N -1.7537 -1.0351 0.0503 -0.53 0.70 -0.30 -0.85
N 1.8521 -0.8627 0.7389 -0.39 -0.15 1.32 -0.64
N 0.5186 0.2253 -0.8688 -1.33 2.86 0.00 -0.49
C -0.0454 1.6024 -0.3494 1.59 -0.17 -1.13 0.06
C -0.6457 -1.0270 0.8423 2.94 -1.79 -0.51 0.75
H -1.7138 -0.5498 -0.8356 0.22 -0.38 0.08 0.40
H 0.7784 2.0993 0.1720 -0.06 0.28 -0.13 0.16
H -2.2764 -1.8995 0.0644 -0.09 0.32 0.26 0.41
H 1.4895 0.4112 -1.1372 -0.47 -0.01 -0.15 0.39
H 1.7590 -0.5216 1.7010 0.34 0.21 -0.09 0.35
H -0.6365 1.6825 -2.1730 0.04 0.19 0.18 0.47
H 1.9390 -1.8715 0.8884 0.21 0.25 -0.28 0.36
H -0.9038 1.6517 0.3258 0.01 -1.35 0.06 0.17
```
Positions in Å, forces in eV/Å.

HOMO level ... -8.610 eV
Lowest unoccupied orbital energy ... 0.820 eV
HOMO-LUMO gap ... 9.4 eV
SMILES ... NC(=O)N(N)NCO
Relative energy (zero: lowest compared OMol25 entry of this formula, charge and spin) ... 3.9828 eV


# 2
The following is a DFT calculation (wB97M-V/def2-TZVPD) of one molecule with the formula CH4FNS in a non-equilibrium geometry.

```
8
Properties=species:S:1:pos:R:3:forces:R:3:nbo_charge:R:1
S -0.4636 1.0065 -2.3193 1.11 -2.03 -0.01 0.75
F 0.9326 0.4495 -3.2756 -1.50 0.61 1.24 -0.54
N -0.5834 -0.0056 -1.0431 1.18 1.00 0.55 -0.79
C 0.0962 0.2326 0.2640 0.26 -0.15 -1.28 -0.42
H 1.1827 0.4135 0.1761 -0.69 -0.02 0.08 0.21
H -0.9634 -0.9283 -0.9621 -0.59 -0.27 -1.47 0.39
H -0.4579 0.9994 0.7144 -0.09 1.70 0.76 0.20
H -0.1311 -0.5953 0.9076 0.33 -0.83 0.12 0.20
```
Positions in Å, forces in eV/Å.

HOMO level ... -9.330 eV
Lowest unoccupied orbital energy ... 0.616 eV
HOMO-LUMO gap ... 9.9 eV
SMILES ... CNSF
Relative energy (zero: lowest compared OMol25 entry of this formula, charge and spin) ... 1.1399 eV


# 3
The following is a DFT calculation (wB97M-V/def2-TZVPD) of one molecule with the formula C12H10O2S in a non-equilibrium geometry.

```
25
Properties=species:S:1:pos:R:3:forces:R:3:nbo_charge:R:1
S 3.1514 0.3877 0.1404 3.03 0.23 2.31 2.16
O 3.8769 0.6255 1.3776 -0.43 -0.85 -0.55 -0.94
O 2.9512 1.5549 -0.6282 -1.25 1.06 -1.38 -0.93
C 4.1334 -0.6959 -0.9002 0.30 -3.33 1.44 -0.88
C -1.3410 -2.3999 1.2208 1.17 2.19 -1.30 -0.38
C 1.7074 -0.3966 0.5840 -0.96 -3.95 -1.14 -0.31
C -1.4258 2.8581 0.5849 -0.21 -1.00 -0.05 -0.18
C -1.2544 0.0508 0.0463 -1.74 1.58 0.16 -0.17
C 1.0457 -1.4956 0.4948 3.55 4.15 0.91 0.03
C -1.3701 -1.4348 -0.0488 2.28 0.69 2.10 -0.25
C -2.5323 2.1163 0.2050 2.69 -1.65 -0.81 -0.23
C -2.4284 0.7898 -0.1966 -0.84 -1.21 0.43 -0.15
C -0.2209 2.2266 0.7185 1.15 -1.08 0.06 -0.33
C -0.2395 0.8955 0.5238 -0.69 -2.84 -0.89 0.18
C -0.1342 -2.0618 0.3990 -2.63 -2.29 0.80 0.04
H -1.5831 -1.8700 2.1040 0.67 0.34 1.23 0.23
H -3.4561 2.4786 0.1231 -3.42 2.06 -0.21 0.21
H 4.1681 -1.8361 -0.5064 -0.49 2.68 -0.71 0.25
H -3.3412 0.1944 -0.5335 1.14 1.12 0.40 0.21
H 0.7679 2.5710 1.0015 -0.33 1.02 0.07 0.25
H 3.7112 -0.6939 -1.8967 0.20 0.16 -0.18 0.25
H -1.4351 3.8598 0.8216 -0.63 2.19 0.41 0.21
H -1.8903 -3.2850 1.1484 -0.55 -1.34 -0.66 0.23
H -1.9051 -1.9566 -0.7538 -1.19 -0.40 -2.15 0.25
H 5.1974 -0.4008 -0.8077 -0.81 0.45 -0.27 0.27
```
Positions in Å, forces in eV/Å.

HOMO level (alpha / beta) ... -7.027 / -9.208 eV
Lowest unoccupied orbital energy (alpha / beta) ... 0.450 / -2.479 eV
HOMO-LUMO gap (alpha / beta) ... 7.5 / 6.7 eV
2S+1 ... 3
Relative energy (zero: lowest compared OMol25 entry of this formula, charge and spin) ... 1.7693 eV


# 4
The following is a DFT calculation (wB97M-V/def2-TZVPD) of C8H6ClF2O17V as an isolated structure in a non-equilibrium geometry.

```
35
Properties=species:S:1:pos:R:3:forces:R:3:nbo_charge:R:1
V -1.0598 0.1603 -0.2069 -3.04 1.25 -1.10 1.42
Cl -1.4243 -3.6743 -0.0804 -0.41 2.09 1.65 2.57
F 3.4687 -2.8345 -2.6411 0.58 -0.59 0.52 -0.36
F 3.3025 4.2149 2.5363 1.00 0.73 0.40 -0.35
O -3.5418 1.7391 1.9218 0.94 1.59 0.23 -0.48
O 1.4861 -1.8756 -2.3005 0.65 -0.24 0.49 -0.45
O 0.5169 -2.3544 -4.2536 0.22 0.67 -0.72 -0.52
O 0.9501 2.2332 3.5919 0.94 1.10 1.36 -0.47
O 0.1407 1.7231 1.5323 1.43 1.50 2.09 -0.46
O -2.3113 -4.1022 -1.1336 0.62 -0.54 -0.26 -0.86
O -3.0469 0.1683 -1.5089 2.72 -4.34 -2.72 -0.84
O -0.1298 -4.3267 -0.1043 0.20 -0.69 -0.96 -0.91
O -2.0165 -3.9010 1.2008 -0.70 -1.54 0.73 -0.89
O -3.1069 0.5320 3.5710 1.03 1.55 0.27 -0.57
O 1.3044 3.5941 1.8945 0.48 1.35 -0.56 -0.49
O -2.0647 1.9590 -0.9432 6.45 2.70 0.18 -0.83
O -2.1806 -0.0525 1.6836 1.60 1.73 -0.38 -0.74
O -1.2343 -2.2531 -0.1146 0.49 0.12 -1.26 -0.85
O -4.1773 1.8862 -1.2209 -1.07 2.91 -3.54 -0.89
O -0.4541 -0.8483 -2.8114 1.47 -0.69 -1.60 -0.44
O 0.5104 0.1640 -0.5292 1.85 -0.34 0.07 -0.92
C 1.7161 3.3428 4.1015 0.10 0.13 0.47 -0.13
C 2.1331 -2.9855 -2.8618 0.06 1.62 -0.52 0.43
C 0.7703 2.4235 2.2714 -2.61 -2.03 -2.24 0.95
C 1.8623 -2.7259 -4.3171 1.06 -1.12 -0.64 -0.13
C 0.4726 -1.5314 -3.1042 -3.22 0.13 1.29 0.95
C -2.9914 1.4322 -1.5678 -7.18 -1.84 7.03 0.87
C -2.7382 0.8777 2.3433 -3.35 -4.84 -0.03 0.90
C 2.0027 4.2542 2.9163 -1.66 -1.93 -1.63 0.43
H 1.7069 -3.9003 -2.4466 0.41 -0.13 0.13 0.18
H 2.1919 -3.5562 -4.9489 -1.27 -0.62 -0.02 0.17
H 1.2208 3.9618 4.8561 -0.54 -0.66 0.08 0.18
H 2.6394 2.9668 4.5357 0.12 -0.05 -0.05 0.19
H 2.5179 -1.9631 -4.7519 -0.12 0.70 0.68 0.17
H 1.5641 5.2517 2.8905 0.76 0.31 0.56 0.16
```
Positions in Å, forces in eV/Å.

HOMO level (alpha / beta) ... 3.920 / 3.512 eV
Lowest unoccupied orbital energy (alpha / beta) ... 5.717 / 5.705 eV
HOMO-LUMO gap (alpha / beta) ... 1.8 / 2.2 eV
Net charge ... -3
2S+1 ... 4


# 5
The following is a DFT calculation (wB97M-V/def2-TZVPD) of a 15-piece molecular cluster, F6H28O14P overall in a non-equilibrium geometry.

```
49
Properties=species:S:1:pos:R:3:forces:R:3:nbo_charge:R:1
P -0.2558 -0.1346 0.3034 1.02 -0.92 -1.31 2.61
F 0.5305 -1.0193 1.4104 -0.16 0.07 0.21 -0.60
F -0.1157 1.1490 1.2539 -0.28 -0.28 0.47 -0.59
F 1.1933 0.2134 -0.3876 -0.31 0.23 0.32 -0.61
F -1.6708 -0.6247 0.9304 -0.08 0.68 0.52 -0.60
F -1.0110 0.7676 -0.7766 -0.12 -0.15 -0.14 -0.58
F -0.3287 -1.4432 -0.6670 -0.08 0.41 0.13 -0.60
O 0.1460 -3.0891 -2.8431 0.08 -0.04 -0.30 -0.97
O 0.8751 3.1200 -1.7527 0.07 0.10 -0.53 -0.98
O -0.2197 1.0657 4.1776 -0.02 -0.04 0.11 -0.95
O -1.2127 -3.0532 2.3428 -0.02 -0.11 0.36 -0.96
O -2.2400 0.3225 -3.6723 0.09 0.16 0.07 -0.95
O 3.5070 2.3555 -1.1959 0.36 0.12 -0.08 -0.95
O -2.6244 3.3643 -2.2249 -0.16 0.12 -0.32 -0.95
O -3.9258 -2.0948 -0.0872 -0.11 0.18 0.03 -0.96
O 1.2304 -3.1124 3.9636 0.10 -0.07 0.00 -0.97
O -2.6773 -2.7228 -2.4785 0.15 0.19 0.04 -0.98
O 2.5784 -0.4394 -2.6461 0.06 -0.03 -0.01 -0.96
O -0.8000 3.6541 0.3052 0.09 0.23 0.15 -0.99
O 3.4103 -1.1941 1.6259 0.15 -0.09 -0.08 -0.96
O 2.1253 3.5424 2.9135 0.12 -0.03 0.05 -0.95
H -4.2855 -2.3041 0.7785 0.08 -0.12 0.03 0.48
H -0.7828 -2.8132 -2.8430 -0.05 -0.23 0.10 0.49
H 3.5597 1.7567 -0.4433 -0.19 0.02 0.07 0.49
H 1.5622 4.2859 3.1444 -0.08 0.00 -0.07 0.47
H 1.8399 3.0110 -1.7524 -0.01 -0.11 0.29 0.51
H 3.4287 -0.7223 -2.2986 -0.01 -0.15 0.00 0.46
H 2.5058 -1.0895 1.3083 -0.05 0.03 0.06 0.49
H -3.3780 -1.3139 0.0622 0.01 0.05 0.08 0.50
H -0.8641 2.7233 0.5458 -0.14 0.34 -0.03 0.47
H -3.2975 -3.3996 -2.7582 -0.03 0.02 -0.06 0.48
H -2.8583 -2.6024 -1.5318 -0.11 -0.19 -0.12 0.50
H -0.0824 3.6516 -0.3547 -0.14 -0.02 0.14 0.49
H 1.5058 2.8567 2.6423 -0.07 0.01 -0.01 0.48
H -1.2120 -2.1627 1.9638 0.04 -0.18 -0.05 0.50
H -2.2037 -0.3563 -2.9882 -0.07 -0.14 -0.08 0.48
H 1.9120 -3.7193 3.6617 -0.03 -0.05 0.04 0.46
H 0.5398 2.2372 -1.9403 0.00 -0.06 0.10 0.48
H 1.9715 -0.5407 -1.8977 0.14 0.19 -0.13 0.49
H 3.3319 -1.8423 2.3335 -0.07 0.12 0.01 0.47
H -0.2506 0.7850 3.2573 0.01 0.05 -0.07 0.48
H -2.0771 2.5882 -2.3790 -0.12 -0.13 0.00 0.47
H -1.5654 -2.9335 3.2310 -0.14 0.01 -0.02 0.47
H 3.9281 1.8803 -1.9186 -0.12 -0.10 -0.05 0.48
H 0.5608 -2.4817 -2.2272 0.05 -0.03 0.01 0.47
H -1.9991 4.0757 -2.0602 0.07 -0.09 0.27 0.47
H 0.5136 0.5706 4.5548 0.03 -0.02 -0.02 0.47
H 0.5029 -3.2310 3.3316 -0.01 0.14 -0.18 0.49
H -1.3205 0.4637 -3.9167 0.03 -0.07 -0.04 0.47
```
Positions in Å, forces in eV/Å.

HOMO level ... -7.535 eV
Lowest unoccupied orbital energy ... 2.396 eV
HOMO-LUMO gap ... 9.9 eV
Net charge ... -1
Relative energy (zero: lowest compared OMol25 entry of this formula, charge and spin) ... 0.6203 eV


# 6
The following is a DFT calculation (wB97M-V/def2-TZVPD) of one molecule with the formula C4H6IN in a non-equilibrium geometry.

```
12
Properties=species:S:1:pos:R:3:forces:R:3:nbo_charge:R:1
I -2.8525 2.4134 -1.1457 1.16 -1.09 -0.11 0.17
N -1.0632 1.1235 -1.1084 -1.70 3.94 -0.32 -0.45
C 1.5375 -0.3506 0.9098 -0.74 0.65 -0.23 -0.40
C -1.1436 -0.2484 -1.1039 1.16 -2.38 -0.76 -0.26
C 0.8061 0.7012 0.5175 -1.97 -0.94 -1.08 -0.19
C -0.7721 0.5350 0.1387 1.51 -1.47 2.30 -0.13
H 1.2441 1.6305 0.1116 -0.27 -0.46 0.60 0.21
H -0.4529 -0.7804 -1.7963 -0.01 0.62 0.70 0.20
H 2.6246 -0.2643 0.9526 -0.34 -0.21 0.20 0.21
H 1.0299 -1.3055 1.1322 0.55 0.53 -0.03 0.20
H -1.5990 0.3327 0.9634 1.94 0.97 -1.59 0.22
H -2.0412 -0.8036 -1.0805 -1.30 -0.17 0.32 0.20
```
Positions in Å, forces in eV/Å.

HOMO level ... -9.226 eV
Lowest unoccupied orbital energy ... -0.736 eV
HOMO-LUMO gap ... 8.5 eV
SMILES ... C=C[C@@H]1CN1I
Relative energy (zero: lowest compared OMol25 entry of this formula, charge and spin) ... 2.6301 eV


| no. | total energy (a.u.) |
| --- | --- |
| 1 | -450.43913 |
| 2 | -593.26293 |
| 3 | -1011.56923 |
| 4 | -3191.00530 |
| 5 | -2011.07263 |
| 6 | -508.33604 |